56
Properties=species:S:1:pos:R:3 method="wB97M-V/def2-TZVPD" energy_ev=-67751.962 gap_ev=5.75 total_charge=-1 homo_ev=-3.53
C 2.9537 3.0111 -3.1707
C 1.4886 2.6801 -2.9434
O 1.3177 1.7451 -1.8983
P 0.7860 0.3089 -2.4445
C -0.6904 -0.1218 -1.5188
C -1.9603 0.1903 -1.9862
O -2.9569 -0.3130 -1.4455
O -2.0649 1.0285 -3.0933
C -3.2070 0.7145 -3.8590
C -2.9322 -0.4934 -4.7285
O 0.5224 0.3077 -3.9596
O 1.8067 -0.9352 -2.1530
C 1.3549 -2.0362 -2.9177
C 2.2775 -3.2376 -2.8588
H 3.0819 3.8368 -3.8727
H 3.4209 3.2959 -2.2267
H 3.4877 2.1422 -3.5589
H 0.9131 3.5781 -2.6599
H 1.0151 2.2843 -3.8608
H -0.5676 -0.7470 -0.6626
H -4.0452 0.5432 -3.1682
H -3.4462 1.5976 -4.4660
H -3.7685 -0.7570 -5.3757
H -2.0642 -0.3013 -5.3602
H -2.6987 -1.3609 -4.1101
H 0.3441 -2.2962 -2.5592
H 1.2425 -1.6808 -3.9594
H 1.8188 -4.1083 -3.3299
H 3.2157 -3.0332 -3.3727
H 2.5184 -3.4934 -1.8271
C -1.2592 -0.6664 4.9265
C -0.1596 -0.8432 3.8689
C -0.2527 -2.2334 3.2322
C -0.2770 0.2218 2.7649
C 0.8298 0.6679 2.0570
I 2.7914 0.0192 2.2143
C 0.7101 1.6342 1.0786
C -0.5371 2.1459 0.7611
C -1.6532 1.6797 1.4188
C -1.5226 0.7292 2.4088
O 1.1220 -0.7015 4.5116
S 1.3450 -1.7270 5.7296
C 1.2971 -0.4448 7.0194
F 1.4976 -1.0697 8.1904
F 2.2753 0.4364 6.7618
F 0.0944 0.1421 6.9889
H -2.2527 -0.8213 4.5145
H -1.1270 -1.3769 5.7395
H -1.1982 0.3316 5.3565
H -1.1944 -2.3510 2.7001
H 0.5619 -2.3807 2.5267
H -0.1868 -3.0093 3.9914
H 1.5989 1.9731 0.5575
H -0.6311 2.8796 -0.0208
H -2.6297 2.0472 1.1447
H -2.4056 0.3685 2.9046



50
Properties=species:S:1:pos:R:3 method="wB97M-V/def2-TZVPD" energy_ev=-40273.178 e_above_lowest_kcal_mol=0.3 gap_ev=10.04 total_charge=0 smiles="O=S1(=O)CCOC[C@H](CC2CCCCC2)N1Cc1ccccc1F" homo_ev=-9.30
O 3.9917 0.4230 -1.3318
S 2.8460 1.2249 -1.0104
O 2.0404 1.7220 -2.0860
C 3.4289 2.6735 -0.0469
C 3.0141 2.6288 1.4163
O 1.6416 2.8693 1.6168
C 0.8067 1.7359 1.7043
C 0.6448 0.9704 0.3812
C -0.5132 -0.0323 0.4469
C -1.8863 0.6100 0.2177
C -2.1141 0.9258 -1.2616
C -3.4800 1.5732 -1.4720
C -4.5884 0.6531 -0.9705
C -4.3705 0.3153 0.5008
C -2.9985 -0.3197 0.7096
N 1.8829 0.3364 -0.0149
C 2.4283 -0.7989 0.6931
C 1.9047 -2.0965 0.1294
C 2.0784 -2.3926 -1.2173
C 1.5862 -3.5700 -1.7508
C 0.9133 -4.4750 -0.9447
C 0.7301 -4.2032 0.3994
C 1.2265 -3.0193 0.9122
F 1.0350 -2.7557 2.2289
H 4.5097 2.6692 -0.1477
H 3.0044 3.5436 -0.5390
H 3.5308 3.4377 1.9477
H 3.3151 1.6735 1.8658
H 1.1737 1.0566 2.4877
H -0.1610 2.1319 2.0176
H 0.4550 1.6976 -0.4135
H -0.4990 -0.5299 1.4196
H -0.3507 -0.7907 -0.3206
H -1.9456 1.5440 0.7870
H -1.3303 1.5864 -1.6348
H -2.0634 -0.0027 -1.8351
H -3.6268 1.7896 -2.5319
H -3.5212 2.5202 -0.9289
H -5.5609 1.1319 -1.1023
H -4.5863 -0.2683 -1.5571
H -5.1500 -0.3668 0.8466
H -4.4390 1.2294 1.0952
H -2.8539 -0.5421 1.7693
H -2.9456 -1.2626 0.1605
H 2.2108 -0.7371 1.7634
H 3.5105 -0.7650 0.5403
H 2.6051 -1.6774 -1.8310
H 1.7293 -3.7849 -2.7985
H 0.5302 -5.3944 -1.3604
H 0.2102 -4.8882 1.0505



50
Properties=species:S:1:pos:R:3 method="wB97M-V/def2-TZVPD" energy_ev=-30259.354 e_above_lowest_kcal_mol=0.0 gap_ev=8.37 total_charge=0 smiles="COc1ccccc1NCCC(=O)OCC(=O)NC1CCCCC1" homo_ev=-7.59
C -1.7699 -1.1162 3.2713
O -2.3707 -0.7978 2.0379
C -1.9010 -1.4084 0.9045
C -0.8679 -2.3238 0.8630
C -0.4999 -2.9100 -0.3431
C -1.1735 -2.5871 -1.5027
C -2.1992 -1.6538 -1.4756
C -2.5683 -1.0390 -0.2869
N -3.5971 -0.1180 -0.1837
C -3.9372 0.7785 -1.2593
C -2.7591 1.5131 -1.9252
C -1.7774 2.2120 -1.0171
O -0.8368 2.8428 -1.4450
O -2.0169 2.0405 0.2771
C -1.0882 2.5757 1.2184
C 0.1004 1.6227 1.4498
O 0.3017 1.1005 2.5262
N 0.8592 1.4417 0.3620
C 1.9821 0.5266 0.3143
C 1.9105 -0.3082 -0.9626
C 3.0805 -1.2855 -1.0204
C 4.4078 -0.5365 -0.9515
C 4.4784 0.3063 0.3184
C 3.3098 1.2856 0.3787
H -0.7351 -0.7659 3.3088
H -2.3526 -0.5861 4.0232
H -1.8143 -2.1914 3.4714
H -0.3330 -2.5863 1.7616
H 0.3110 -3.6222 -0.3618
H -0.9010 -3.0524 -2.4383
H -2.7282 -1.4194 -2.3867
H -3.5907 0.3172 0.7282
H -4.4534 0.2127 -2.0440
H -4.6424 1.5087 -0.8578
H -2.1560 0.8021 -2.4969
H -3.1392 2.2501 -2.6358
H -0.7209 3.5461 0.8664
H -1.6396 2.6856 2.1527
H 0.6679 1.9796 -0.4738
H 1.8914 -0.1212 1.1925
H 1.9485 0.3606 -1.8266
H 0.9644 -0.8520 -0.9931
H 3.0097 -1.9792 -0.1802
H 3.0260 -1.8684 -1.9416
H 4.5025 0.1138 -1.8241
H 5.2370 -1.2463 -0.9720
H 4.4431 -0.3493 1.1910
H 5.4210 0.8560 0.3500
H 3.3507 1.8662 1.3020
H 3.3658 1.9797 -0.4634



50
Properties=species:S:1:pos:R:3 method="wB97M-V/def2-TZVPD" energy_ev=-30259.210 e_above_lowest_kcal_mol=3.3 gap_ev=9.55 total_charge=0 smiles="CCCCOc1ccc(C(=O)NCC(=O)NC[C@@H]2CCCO2)cc1" homo_ev=-8.93
C 0.8466 0.3903 8.0254
C 0.8887 0.7369 6.5430
C 1.5308 -0.3787 5.7213
C 1.5446 -0.0531 4.2315
O 0.2039 -0.0349 3.7771
C -0.0540 0.2785 2.4889
C 0.9071 0.5702 1.5233
C 0.5155 0.8803 0.2361
C -0.8266 0.8926 -0.1302
C -1.1645 1.2392 -1.5317
O -0.4175 1.8978 -2.2449
N -2.3535 0.7779 -1.9850
C -2.8430 1.0826 -3.3119
C -2.2386 0.1696 -4.3948
O -2.8923 -0.6856 -4.9585
N -0.9492 0.4380 -4.6459
C -0.2005 -0.2514 -5.6675
C 0.8158 -1.2863 -5.1383
C 0.2266 -2.2026 -4.0567
C 0.6672 -1.5457 -2.7423
C 1.7376 -0.5238 -3.1681
O 1.9535 -0.6847 -4.5579
C -1.7868 0.6103 0.8424
C -1.4061 0.3112 2.1300
H 0.3895 1.1974 8.5926
H 0.2673 -0.5154 8.1897
H 1.8517 0.2277 8.4087
H -0.1247 0.9049 6.1756
H 1.4546 1.6606 6.4009
H 0.9741 -1.3055 5.8683
H 2.5589 -0.5398 6.0506
H 2.0123 0.9266 4.0645
H 2.1146 -0.8156 3.6828
H 1.9579 0.5620 1.7646
H 1.2569 1.1167 -0.5117
H -2.8681 0.1052 -1.4417
H -3.9269 0.9640 -3.3257
H -2.5790 2.1196 -3.5399
H -0.4787 1.1304 -4.0713
H -0.9276 -0.7707 -6.2971
H 0.3437 0.4839 -6.2671
H 1.1783 -1.8482 -6.0061
H 0.6534 -3.2009 -4.1472
H -0.8543 -2.2768 -4.1488
H -0.1639 -1.0431 -2.2499
H 1.0745 -2.2788 -2.0482
H 2.6991 -0.6913 -2.6755
H 1.4111 0.5014 -2.9541
H -2.8405 0.6565 0.6088
H -2.1398 0.1004 2.8920



51
Properties=species:S:1:pos:R:3 method="wB97M-V/def2-TZVPD" energy_ev=-41093.400 e_above_lowest_kcal_mol=46.9 gap_ev=8.46 total_charge=0 smiles="CCOC(=O)c1ccc(S(=O)(=O)N2CCN(C3CCCC3)CC2)cc1" homo_ev=-8.53
C -7.6822 -1.7368 1.4660
C -6.9683 -1.5879 0.1362
O -5.6979 -0.9767 0.3727
C -4.9676 -0.6963 -0.7078
O -5.3251 -0.9363 -1.8350
C -3.6670 -0.0550 -0.3676
C -3.2747 0.1504 0.9528
C -2.0545 0.7480 1.2184
C -1.2458 1.1349 0.1670
S 0.3401 1.9089 0.4828
O 0.5861 1.9124 1.8993
O 0.4008 3.1557 -0.2193
N 1.3518 0.8274 -0.3113
C 1.5170 -0.4077 0.4254
C 2.3058 -1.4075 -0.4345
N 3.5836 -0.8962 -0.8944
C 4.6175 -0.8812 0.1353
C 4.9920 -2.3239 0.5450
C 6.5247 -2.3666 0.6639
C 6.9699 -0.9074 0.5853
C 5.9420 -0.2829 -0.3507
C 3.3588 0.3607 -1.5849
C 2.6221 1.3945 -0.7255
C -1.6236 0.9416 -1.1487
C -2.8393 0.3415 -1.4176
H -7.0964 -2.3571 2.1389
H -8.6514 -2.2006 1.3089
H -7.8248 -0.7627 1.9259
H -6.8069 -2.5602 -0.3428
H -7.5380 -0.9595 -0.5574
H -3.9242 -0.1582 1.7565
H -1.7122 0.9240 2.2263
H 0.5213 -0.7998 0.6445
H 2.0287 -0.2217 1.3801
H 2.4604 -2.3261 0.1306
H 1.7114 -1.6396 -1.3235
H 4.2976 -0.3252 1.0321
H 4.5172 -2.5974 1.4868
H 4.6495 -3.0141 -0.2247
H 6.9496 -2.9240 -0.1709
H 6.8507 -2.8446 1.5865
H 7.9898 -0.8000 0.2190
H 6.9065 -0.4385 1.5688
H 5.9557 0.8053 -0.3097
H 6.1279 -0.6081 -1.3750
H 4.3078 0.7708 -1.9251
H 2.7437 0.1365 -2.4616
H 2.4004 2.2986 -1.2922
H 3.2311 1.6692 0.1479
H -0.9613 1.2673 -1.9342
H -3.1724 0.1701 -2.4300